Entry from the OMol25 dataset: C22H32N6O6 in the gas phase (ωB97M-V/def2-TZVPD).

ORCA input file:
```
! wB97M-V def2-TZVPD RIJCOSX def2/J DEFGRID3
* xyz 0 1
C -0.244 -3.602 -6.155
C 0.198 -2.280 -6.764
O 0.700 -1.376 -5.780
C -0.210 -0.832 -4.957
O -1.403 -1.015 -5.030
N 0.362 0.026 -4.063
C 1.780 0.014 -3.785
C 2.078 -1.052 -2.704
N 0.868 -1.350 -1.953
C 0.238 -2.532 -2.269
O 0.706 -3.347 -3.038
N -0.980 -2.776 -1.658
C -1.375 -2.507 -0.350
C -0.451 -2.218 0.654
C -0.878 -1.917 1.931
C -2.237 -1.885 2.235
N -2.691 -1.511 3.508
C -1.998 -0.744 4.431
O -2.017 -1.019 5.615
N -1.332 0.342 3.940
C -1.620 1.049 2.713
C -0.311 1.376 1.989
N 0.580 2.084 2.881
C 1.033 3.313 2.542
O 0.791 3.850 1.484
O 1.802 3.862 3.505
C 2.336 5.150 3.197
C 3.293 5.544 4.306
C 0.827 1.423 4.143
C -0.503 1.118 4.838
C -3.155 -2.250 1.253
C -2.729 -2.560 -0.022
C 0.131 -0.141 -1.637
C -0.436 0.470 -2.939
H -0.399 -4.335 -6.942
H 0.511 -3.964 -5.461
H -1.173 -3.463 -5.609
H -0.634 -1.805 -7.295
H 1.039 -2.422 -7.447
H 2.051 1.013 -3.432
H 2.326 -0.200 -4.701
H 2.411 -1.983 -3.163
H 2.844 -0.694 -2.009
H -1.505 -3.498 -2.134
H 0.604 -2.241 0.427
H -0.159 -1.718 2.710
H -3.353 -2.139 3.944
H -2.270 0.461 2.068
H -2.130 1.991 2.961
H -0.497 2.015 1.126
H 0.170 0.449 1.658
H 2.845 5.101 2.228
H 1.510 5.865 3.110
H 3.710 6.524 4.095
H 4.101 4.821 4.379
H 2.769 5.578 5.258
H 1.446 2.063 4.768
H 1.360 0.484 3.949
H -0.346 0.537 5.747
H -1.006 2.058 5.098
H -4.207 -2.278 1.494
H -3.448 -2.832 -0.780
H -0.675 -0.340 -0.935
H 0.836 0.548 -1.165
H -0.420 1.563 -2.886
H -1.459 0.135 -3.120
*
```

HOMO-LUMO gap	0.323	hartree
HOMO energy	-8.21	eV
LUMO level	0.57	eV
SMILES	CCOC(=O)N1CCN(C(=O)Nc2ccc(NC(=O)N3CCN(C(=O)OCC)CC3)cc2)CC1